Molecular formula: C18H21ClF3N3O3
Method: DFT, ωB97M-V/def2-TZVPD

Last columns: bonded neighbours and bond lengths (Å).
Cartesian coordinates (Å):
1 C 4.01 2.36 -2.64  C2 1.532, H29 1.129, H30 1.113, H31 1.105
2 C 2.55 2.05 -2.30  C1 1.532, C3 1.346, C27 1.454
3 C 2.08 0.94 -1.70  C2 1.346, C4 1.514, C12 1.434
4 C 2.83 -0.34 -1.36  C3 1.514, O5 1.434, H32 1.101, H33 1.101
5 O 3.46 -0.21 -0.08  C4 1.434, C6 1.443
6 C 2.66 -0.49 1.09  O5 1.443, C7 1.515, H34 1.081, H35 1.100
7 C 2.79 -1.97 1.37  C6 1.515, C8 1.529, H36 1.083, H37 1.086
8 C 1.86 -2.45 2.49  C7 1.529, C9 1.509, C10 1.524, C11 1.551
9 C 2.28 -3.86 2.82  C8 1.509, H38 1.105, H39 1.101, H40 1.067
10 C 0.43 -2.50 1.97  C8 1.524, H41 1.087, H42 1.109, H43 1.097
11 C 1.97 -1.52 3.73  C8 1.551, H44 1.091, H45 1.118, H46 1.064
12 C 0.67 1.07 -1.46  C3 1.434, O13 1.249, N14 1.406
13 O -0.06 0.12 -1.10  C12 1.249
14 N 0.27 2.36 -1.85  C12 1.406, N15 1.461, C27 1.384
15 N -1.07 2.95 -1.79  N14 1.461, C16 1.359, H47 1.037
16 C -1.87 3.01 -0.70  N15 1.359, C17 1.393, N26 1.341
17 C -1.47 2.76 0.61  C16 1.393, C18 1.418, H48 1.105
18 C -2.42 2.84 1.66  C17 1.418, C19 1.398, H49 1.092
19 C -3.74 3.17 1.32  C18 1.398, C20 1.540, C24 1.391
20 C -4.86 3.25 2.37  C19 1.540, F21 1.382, F22 1.375, F23 1.353
21 F -5.87 2.36 2.04  C20 1.382
22 F -4.40 2.83 3.59  C20 1.375
23 F -5.33 4.52 2.46  C20 1.353
24 C -4.05 3.40 -0.01  C19 1.391, Cl25 1.715, N26 1.352
25 Cl -5.60 3.90 -0.55  C24 1.715
26 N -3.14 3.31 -1.01  C16 1.341, C24 1.352
27 C 1.41 2.95 -2.37  C2 1.454, N14 1.384, O28 1.223
28 O 1.41 3.99 -3.00  C27 1.223
29 H 4.72 1.62 -2.17  C1 1.129
30 H 4.26 3.39 -2.29  C1 1.113
31 H 4.12 2.39 -3.73  C1 1.105
32 H 3.62 -0.52 -2.11  C4 1.101
33 H 2.12 -1.18 -1.38  C4 1.101
34 H 1.62 -0.26 0.90  C6 1.081
35 H 3.02 0.16 1.90  C6 1.100
36 H 3.80 -2.14 1.71  C7 1.083
37 H 2.62 -2.52 0.45  C7 1.086
38 H 1.49 -4.36 3.40  C9 1.105
39 H 2.44 -4.45 1.90  C9 1.101
40 H 3.20 -3.86 3.36  C9 1.067
41 H 0.39 -3.05 1.03  C10 1.087
42 H -0.28 -2.96 2.69  C10 1.109
43 H 0.04 -1.50 1.73  C10 1.097
44 H 1.60 -0.52 3.53  C11 1.091
45 H 3.02 -1.51 4.10  C11 1.118
46 H 1.38 -1.92 4.52  C11 1.064
47 H -1.55 3.17 -2.68  N15 1.037
48 H -0.41 2.53 0.80  C17 1.105
49 H -2.07 2.65 2.68  C18 1.092

Computed properties:
**HOMO level**: -9.069 eV
**ΔE to the lowest compared entry with this formula, charge and spin**: 225.1 kJ/mol
**LUMO energy**: -1.122 eV
**Frontier orbital gap**: 7.9469 eV
**Net charge**: 0

For reference, the Löwdin charges in units of e are: 0.01 -0.09 -0.07 -0.12 -0.14 -0.19 -0.15 -0.62 -0.07 -0.06 -0.04 -0.34 0.10 0.08 0.15 -0.33 0.01 0.03 -0.14 -0.53 0.09 0.10 0.12 -0.65 0.77 0.10 -0.37 0.12 0.10 0.10 0.09 0.14 0.13 0.10 0.13 0.12 0.12 0.09 0.09 0.07 0.09 0.09 0.08 0.08 0.10 0.07 0.18 0.12 0.13

=====

Molecular formula: C18H21F4N3O12
Method: DFT, ωB97M-V/def2-TZVPD

Last columns: bonded neighbours and bond lengths (Å).
Cartesian coordinates (Å):
1 O -2.98 0.87 0.64  C2 1.263
2 C -1.85 0.31 0.60  O1 1.263, O3 1.334, O7 1.282
3 O -0.74 0.90 0.14  C2 1.334, C4 1.415
4 C 0.26 -0.08 -0.05  O3 1.415, C5 1.500, H8 1.090, H9 1.090
5 C -0.18 -1.05 1.00  C4 1.500, F6 1.327, O7 1.420, H10 1.090
6 F 0.37 -0.62 2.13  C5 1.327
7 O -1.58 -0.85 1.08  C2 1.282, C5 1.420
8 H 0.15 -0.50 -1.05  C4 1.090
9 H 1.25 0.32 0.16  C4 1.090
10 H 0.28 -2.03 0.83  C5 1.090
11 O -7.41 -1.67 -1.09  C12 1.267
12 C -6.49 -1.62 -0.23  O11 1.267, O13 1.317, O17 1.337
13 O -6.43 -0.66 0.67  C12 1.317, C14 1.455
14 C -5.50 -1.02 1.72  O13 1.455, C15 1.447, H18 1.090, H19 1.090
15 C -4.88 -2.24 1.25  C14 1.447, F16 1.406, O17 1.455, H20 1.090
16 F -4.83 -3.21 2.26  C15 1.406
17 O -5.61 -2.59 0.04  C12 1.337, C15 1.455
18 H -4.77 -0.22 1.89  C14 1.090
19 H -6.11 -1.16 2.62  C14 1.090
20 H -3.85 -1.95 1.06  C15 1.090
21 O -1.78 -3.51 -1.42  C22 1.198
22 C -2.24 -2.70 -2.17  O21 1.198, O23 1.310, O27 1.392
23 O -3.43 -2.70 -2.70  C22 1.310, C24 1.417
24 C -3.51 -1.74 -3.74  O23 1.417, C25 1.551, H28 1.090, H29 1.090
25 C -2.35 -0.78 -3.37  C24 1.551, F26 1.360, O27 1.360, H30 1.090
26 F -2.98 0.16 -2.62  C25 1.360
27 O -1.53 -1.60 -2.65  C22 1.392, C25 1.360
28 H -3.33 -2.07 -4.76  C24 1.090
29 H -4.50 -1.27 -3.76  C24 1.090
30 H -1.95 -0.28 -4.25  C25 1.090
31 O 3.36 1.68 1.55  C32 1.199
32 C 4.36 2.18 1.14  O31 1.199, O33 1.399, O37 1.326
33 O 4.37 3.13 0.10  C32 1.399, C34 1.452
34 C 5.71 3.53 -0.29  O33 1.452, C35 1.521, H38 1.090, H39 1.090
35 C 6.44 3.04 0.95  C34 1.521, F36 1.392, O37 1.459, H40 1.090
36 F 6.35 4.15 1.79  C35 1.392
37 O 5.62 1.94 1.46  C32 1.326, C35 1.459
38 H 6.02 3.09 -1.24  C34 1.090
39 H 5.89 4.58 -0.53  C34 1.090
40 H 7.49 2.77 0.85  C35 1.090
41 C 5.25 -2.93 0.83  C42 1.484, H44 1.090, H45 1.090, H46 1.090
42 C 3.91 -2.30 0.74  C41 1.484, N43 1.166
43 N 2.84 -1.84 0.70  C42 1.166
44 H 5.12 -4.01 0.85  C41 1.090
45 H 5.79 -2.66 1.73  C41 1.090
46 H 5.70 -2.74 -0.15  C41 1.090
47 C 4.14 0.90 -2.25  C48 1.437, H50 1.090, H51 1.090, H52 1.090
48 C 2.74 1.03 -2.54  C47 1.437, N49 1.128
49 N 1.63 1.07 -2.77  C48 1.128
50 H 4.40 1.94 -2.08  C47 1.090
51 H 4.71 0.48 -3.08  C47 1.090
52 H 4.33 0.27 -1.38  C47 1.090
53 C -2.67 3.09 3.02  C54 1.459, H56 1.090, H57 1.090, H58 1.090
54 C -3.51 2.12 3.73  C53 1.459, N55 1.154
55 N -4.16 1.32 4.23  C54 1.154
56 H -1.68 2.64 2.96  C53 1.090
57 H -2.59 4.08 3.47  C53 1.090
58 H -3.05 3.03 2.00  C53 1.090

Computed properties:
**HOMO level**: -10.112 eV
**ΔE to the lowest compared entry with this formula, charge and spin**: 123.9 kJ/mol
**LUMO energy**: -0.199 eV
**Frontier orbital gap**: 9.9132 eV
**Net charge**: 0

For reference, the Löwdin charges in units of e are: 0.08 -0.56 0.09 -0.09 -0.33 0.09 0.17 0.12 0.11 0.15 0.07 -0.53 0.10 -0.05 -0.25 0.04 0.15 0.11 0.15 0.15 0.17 -0.53 0.11 -0.04 -0.33 0.06 0.12 0.13 0.15 0.17 0.17 -0.53 0.02 -0.06 -0.22 0.04 0.13 0.12 0.14 0.17 -0.05 -0.22 0.18 0.08 0.09 0.08 -0.05 -0.28 0.17 0.06 0.09 0.08 -0.06 -0.28 0.13 0.08 0.08 0.07

=====

Molecular formula: C18H21F5N2O6
Method: DFT, ωB97M-V/def2-TZVPD

Last columns: bonded neighbours and bond lengths (Å).
Cartesian coordinates (Å):
1 C 5.97 -3.14 0.20  O2 1.434, H22 1.096, H23 1.094, H24 1.094
2 O 5.05 -2.07 0.46  C1 1.434, C3 1.370
3 C 4.03 -2.35 1.33  O2 1.370, C4 1.401, C8 1.394
4 C 4.17 -3.18 2.45  C3 1.401, C5 1.394, H25 1.084
5 C 3.07 -3.45 3.26  C4 1.394, C6 1.402, H26 1.089
6 C 1.82 -2.90 2.96  C5 1.402, C7 1.396, C20 1.441
7 C 1.67 -2.05 1.86  C6 1.396, C8 1.394, O9 1.374
8 C 2.78 -1.78 1.06  C3 1.394, C7 1.394, H27 1.084
9 O 0.47 -1.49 1.50  C7 1.374, C10 1.445
10 C -0.72 -1.70 2.29  O9 1.445, O11 1.432, C12 1.564, C19 1.535
11 O -0.79 -0.61 3.22  C10 1.432, H28 0.972
12 C -1.95 -1.74 1.31  C10 1.564, F13 1.370, F14 1.370, C15 1.553
13 F -1.67 -2.60 0.29  C12 1.370
14 F -3.03 -2.25 1.97  C12 1.370
15 C -2.33 -0.34 0.76  C12 1.553, F16 1.359, F17 1.364, F18 1.365
16 F -1.25 0.44 0.45  C15 1.359
17 F -3.07 -0.46 -0.37  C15 1.364
18 F -3.09 0.34 1.67  C15 1.365
19 C -0.70 -3.00 3.11  C10 1.535, C20 1.504, H29 1.092, H30 1.092
20 C 0.65 -3.21 3.73  C6 1.441, C19 1.504, O21 1.225
21 O 0.72 -3.87 4.77  C20 1.225
22 H 5.44 -4.08 0.04  C1 1.096
23 H 6.68 -3.25 1.02  C1 1.094
24 H 6.54 -2.91 -0.71  C1 1.094
25 H 5.13 -3.60 2.70  C4 1.084
26 H 3.19 -4.10 4.13  C5 1.089
27 H 2.67 -1.13 0.20  C8 1.084
28 H -1.60 -0.65 3.75  O11 0.972
29 H -0.90 -3.85 2.45  C19 1.092
30 H -1.47 -2.98 3.89  C19 1.092
31 C -1.25 1.02 -2.90  N32 1.463, H41 1.091, H42 1.091, H43 1.090
32 N -0.14 1.73 -2.27  C31 1.463, C33 1.341, H44 1.008
33 C -0.12 2.90 -1.62  N32 1.341, O34 1.226, C35 1.553
34 O 0.93 3.24 -1.08  C33 1.226
35 C -1.35 3.84 -1.52  C33 1.553, C36 1.535, N37 1.466, H45 1.092
36 C -2.14 3.58 -0.23  C35 1.535, H46 1.090, H47 1.089, H48 1.091
37 N -2.30 3.81 -2.63  C35 1.466, C38 1.332, H49 1.005
38 C -1.99 4.17 -3.88  N37 1.332, C39 1.510, O40 1.221
39 C -3.11 4.11 -4.89  C38 1.510, H50 1.088, H51 1.088, H52 1.089
40 O -0.87 4.52 -4.23  C38 1.221
41 H -1.00 -0.04 -2.98  C31 1.091
42 H -1.42 1.41 -3.91  C31 1.091
43 H -2.16 1.12 -2.31  C31 1.090
44 H 0.76 1.26 -2.27  N32 1.008
45 H -0.94 4.86 -1.46  C35 1.092
46 H -2.90 4.35 -0.09  C36 1.090
47 H -2.62 2.61 -0.27  C36 1.089
48 H -1.46 3.61 0.63  C36 1.091
49 H -3.24 3.54 -2.43  N37 1.005
50 H -3.86 4.85 -4.64  C39 1.088
51 H -3.55 3.11 -4.89  C39 1.088
52 H -2.70 4.32 -5.88  C39 1.089

Computed properties:
**HOMO level**: -9.197 eV
**LUMO energy**: 0.027 eV
**Frontier orbital gap**: 9.2249 eV
**Net charge**: 0

For reference, the Löwdin charges in units of e are: -0.07 -0.08 -0.26 -0.01 0.03 -0.10 -0.16 0.10 0.07 -0.37 0.07 -0.32 0.14 0.13 -0.46 0.16 0.14 0.15 0.01 -0.34 0.09 0.10 0.09 0.09 0.11 0.13 0.14 0.13 0.15 0.14 -0.06 0.04 -0.47 0.04 -0.24 -0.03 0.08 -0.57 0.00 0.06 0.09 0.08 0.06 0.14 0.15 0.08 0.06 0.10 0.14 0.08 0.08 0.09

=====

Molecular formula: C18H21FN4O2S
Method: DFT, ωB97M-V/def2-TZVPD

Last columns: bonded neighbours and bond lengths (Å).
Cartesian coordinates (Å):
1 O 3.09 -0.20 -1.95  C2 1.208
2 C 3.31 -0.18 -0.76  O1 1.208, C3 1.527, N19 1.364
3 C 4.19 -1.22 -0.08  C2 1.527, C4 1.536, H27 1.091, H28 1.092
4 C 3.36 -2.36 0.52  C3 1.536, S5 1.829, C17 1.524, H29 1.093
5 S 2.41 -3.30 -0.74  C4 1.829, C6 1.755
6 C 0.88 -2.81 -0.04  S5 1.755, N7 1.258, N16 1.399
7 N -0.23 -3.09 -0.58  C6 1.258, N8 1.328
8 N -1.42 -2.89 -0.03  N7 1.328, C9 1.268
9 C -2.25 -2.00 -0.41  N8 1.268, C10 1.497, C15 1.501
10 C -3.61 -2.03 0.20  C9 1.497, C11 1.532, H30 1.094, H31 1.091
11 C -4.16 -0.64 0.53  C10 1.532, C12 1.532, H32 1.092, H33 1.091
12 C -3.12 0.29 1.16  C11 1.532, C13 1.530, H34 1.092, H35 1.092
13 C -2.32 1.10 0.14  C12 1.530, C14 1.526, H36 1.093, H37 1.093
14 C -1.29 0.29 -0.66  C13 1.526, C15 1.534, H38 1.093, H39 1.092
15 C -1.90 -0.92 -1.39  C9 1.501, C14 1.534, H40 1.094, H41 1.090
16 N 1.09 -2.07 1.13  C6 1.399, C17 1.350, H42 1.012
17 C 2.35 -1.81 1.52  C4 1.524, N16 1.350, O18 1.209
18 O 2.66 -1.18 2.51  C17 1.209
19 N 2.80 0.74 0.10  C2 1.364, C20 1.397, H43 1.014
20 C 1.96 1.81 -0.19  N19 1.397, C21 1.392, C25 1.397
21 C 1.63 2.22 -1.49  C20 1.392, C22 1.384, H44 1.077
22 C 0.79 3.30 -1.69  C21 1.384, C23 1.384, H45 1.079
23 C 0.26 4.00 -0.62  C22 1.384, C24 1.385, H46 1.079
24 C 0.57 3.62 0.67  C23 1.385, C25 1.378, H47 1.079
25 C 1.41 2.54 0.87  C20 1.397, C24 1.378, F26 1.356
26 F 1.72 2.16 2.13  C25 1.356
27 H 4.87 -1.63 -0.83  C3 1.091
28 H 4.77 -0.76 0.73  C3 1.092
29 H 4.03 -3.06 1.02  C4 1.093
30 H -4.29 -2.53 -0.50  C10 1.094
31 H -3.57 -2.65 1.10  C10 1.091
32 H -5.00 -0.77 1.21  C11 1.092
33 H -4.55 -0.17 -0.38  C11 1.091
34 H -2.44 -0.29 1.79  C12 1.092
35 H -3.64 1.00 1.81  C12 1.092
36 H -1.79 1.90 0.65  C13 1.093
37 H -3.02 1.57 -0.56  C13 1.093
38 H -0.51 -0.05 0.02  C14 1.093
39 H -0.82 0.95 -1.39  C14 1.092
40 H -1.15 -1.31 -2.09  C15 1.094
41 H -2.78 -0.61 -1.95  C15 1.090
42 H 0.30 -1.80 1.70  N16 1.012
43 H 3.00 0.63 1.09  N19 1.014
44 H 2.04 1.68 -2.32  C21 1.077
45 H 0.56 3.60 -2.70  C22 1.079
46 H -0.39 4.84 -0.79  C23 1.079
47 H 0.18 4.14 1.53  C24 1.079

Computed properties:
**HOMO level**: -8.434 eV
**ΔE to the lowest compared entry with this formula, charge and spin**: 62.9 kJ/mol
**LUMO energy**: 0.551 eV
**Frontier orbital gap**: 8.9850 eV
**Net charge**: 0

For reference, the Löwdin charges in units of e are: 0.08 -0.47 -0.10 -0.44 1.05 -0.62 0.01 0.06 -0.31 -0.14 -0.20 -0.19 -0.20 -0.18 -0.11 0.15 -0.52 0.09 0.16 -0.16 -0.02 -0.09 -0.09 -0.02 -0.21 0.07 0.13 0.13 0.12 0.12 0.11 0.11 0.11 0.11 0.11 0.10 0.12 0.10 0.10 0.12 0.12 0.16 0.13 0.11 0.11 0.10 0.12

=====

Q: What is the frontier orbital gap in the third record?
A: 9.2249 eV